Record 1
134
Properties=species:S:1:pos:R:3:forces:R:3:mulliken_charge:R:1 method="wB97M-V/def2-TZVPD" homo_energy_ha=-0.1399 lumo_ha=0.0674 gap_ev=5.642 charge=-1
C 3.4735 -3.8638 2.0115 0.085 -0.114 -0.041 -1.18
C 3.8739 -3.6565 0.5451 0.056 0.675 0.558 -0.71
C 3.3196 -2.3377 -0.0279 -0.550 -0.070 0.463 0.58
C 2.0332 -2.5183 -0.8424 0.104 -0.241 0.039 -0.77
C 1.7324 -1.3679 -1.7913 0.492 0.445 -0.049 -0.46
C 1.3046 -0.0536 -1.1133 -0.184 -0.551 -0.091 0.49
C -0.2007 0.0380 -0.9066 0.209 0.279 0.245 -0.11
C -0.6752 1.3780 -0.3431 -0.290 0.241 -0.837 -0.30
C -2.1815 1.3459 -0.0448 0.325 -0.023 0.645 -0.63
B -2.6464 1.0035 1.5123 -0.184 -0.545 -1.239 1.60
O -1.6107 0.9975 2.6036 0.386 0.497 0.335 -0.83
C -1.5113 -0.2603 3.1654 -0.931 0.873 -0.247 1.21
C -1.2429 -0.1530 4.6534 0.046 -0.270 0.454 -2.66
C -1.1184 -1.4875 5.4160 0.192 0.178 0.101 -0.38
C -2.1222 -1.6298 6.5663 0.576 -0.459 0.210 -0.62
C -2.3324 -3.0788 7.0144 -0.031 -0.103 0.173 -0.75
N -1.1131 -3.8840 7.1340 -0.334 -0.285 0.225 -0.69
O -0.5591 -1.0178 2.3953 0.014 -0.676 0.886 0.07
C 0.7671 -0.9800 2.8734 0.218 0.158 -0.382 -0.01
C 1.4116 0.4106 2.8963 0.495 0.335 -0.106 -0.25
N 2.8321 0.3541 2.4869 0.024 0.046 0.413 -0.17
C 3.6684 1.2986 3.2141 0.142 -0.078 -0.489 -1.31
C 3.4835 2.7573 2.8019 0.102 0.156 0.687 0.97
C 4.0389 3.6932 3.8655 0.109 0.055 -0.255 -1.64
O 4.1803 2.9222 1.5670 -0.106 -0.328 -0.111 -0.54
C -2.9333 -0.8620 2.8612 0.166 1.271 -2.986 -0.22
N -3.9483 -0.1637 3.6482 0.460 -2.437 2.747 -0.17
C -5.1619 -0.5146 3.7305 0.129 0.523 -0.748 0.80
C -5.8210 -0.7185 5.0800 -0.525 1.183 -0.300 -1.38
C -6.0694 -0.6824 2.5332 0.166 -0.607 -0.051 -1.31
B -3.1319 -2.4376 2.7494 0.259 -0.202 0.393 1.43
C -3.1939 -3.1555 1.3559 -0.718 -0.118 0.175 -0.99
O -3.2922 -3.2405 3.8859 -0.445 0.897 0.160 -0.81
O -3.0278 -0.4606 1.4898 -0.277 0.276 0.352 -1.22
H 2.4423 -4.2019 2.1152 -0.066 0.028 0.014 0.24
H 3.5805 -2.9352 2.5727 -0.027 0.070 -0.003 0.22
H 4.1270 -4.5969 2.4893 -0.109 -0.149 0.011 0.46
H 3.5402 -4.5112 -0.0420 0.276 -0.048 -0.201 0.33
H 4.9625 -3.5733 0.5420 0.067 -0.338 -0.280 0.33
H 4.0885 -1.7764 -0.5601 -0.044 -0.168 -0.336 0.48
H 3.0508 -1.7285 0.8362 0.254 0.259 -0.011 -0.60
H 2.1188 -3.4512 -1.4057 -0.055 0.019 -0.135 0.66
H 1.2177 -2.6549 -0.1247 -0.178 -0.034 -0.119 0.17
H 2.6609 -1.1732 -2.3405 0.023 -0.088 -0.078 -0.15
H 0.9947 -1.6449 -2.5489 -0.145 -0.086 0.099 0.56
H 1.7968 0.0126 -0.1407 0.125 0.158 0.003 -0.93
H 1.6505 0.7795 -1.7306 -0.035 0.164 0.110 0.53
H -0.6821 -0.0738 -1.8838 -0.109 -0.191 0.019 0.41
H -0.5499 -0.7686 -0.2569 -0.018 -0.055 0.008 -0.24
H -0.0718 1.7199 0.5016 -0.063 -0.208 0.173 0.04
H -0.4942 2.1087 -1.1472 0.185 0.110 0.081 0.49
H -2.6016 0.5450 -0.6639 -0.207 0.024 0.000 0.14
H -2.6827 2.2624 -0.3690 0.188 0.176 -0.004 -0.11
H -3.5954 1.7538 1.7585 0.044 -0.116 0.447 -0.38
H -2.1065 0.3801 5.0449 -0.039 0.100 -0.132 0.99
H -0.3832 0.4759 4.8776 0.087 0.079 -0.255 0.24
H -1.1529 -2.3571 4.7583 -0.221 0.092 -0.164 0.23
H -0.1188 -1.5179 5.8577 0.065 -0.146 -0.023 0.82
H -3.0724 -1.1568 6.3236 -0.060 0.004 -0.027 0.15
H -1.6801 -1.1308 7.4370 -0.241 0.384 -0.031 0.39
H -2.8071 -3.0902 8.0004 -0.166 0.139 -0.022 0.43
H -3.0094 -3.5943 6.3368 0.046 -0.013 -0.118 0.16
H -0.3271 -3.3332 7.4439 0.113 0.046 -0.114 0.27
H -0.8898 -4.3444 6.2667 0.205 0.175 -0.149 0.30
H 0.8801 -1.4407 3.8596 -0.128 -0.065 0.050 -0.12
H 1.3550 -1.5907 2.1873 -0.084 -0.041 -0.102 -0.55
H 1.4139 0.8210 3.9067 -0.188 -0.018 0.073 0.68
H 0.8503 1.1129 2.2820 -0.271 -0.153 -0.018 -0.22
H 2.9092 0.6109 1.5100 -0.023 -0.237 -0.140 0.07
H 4.7159 1.0697 2.9950 0.067 -0.030 0.084 0.57
H 3.5334 1.1751 4.2889 -0.207 -0.012 0.041 0.56
H 2.4185 2.9750 2.6775 -0.045 -0.038 -0.214 0.01
H 3.3937 3.7276 4.7414 -0.003 -0.101 0.066 0.38
H 5.0405 3.3712 4.1567 0.036 0.031 0.088 0.37
H 4.1067 4.7112 3.4732 0.001 0.066 0.036 0.47
H 4.5109 3.8166 1.5113 -0.042 0.303 -0.057 0.31
H -6.9104 -0.6844 4.9923 -0.035 -0.183 0.051 0.46
H -5.5148 -1.6835 5.4799 0.114 -0.008 0.075 0.17
H -5.5395 0.0961 5.7471 0.252 -0.202 0.203 0.31
H -6.7690 0.1570 2.5518 -0.025 0.036 -0.026 0.49
H -5.5001 -0.6418 1.6072 0.044 0.011 -0.013 0.18
H -6.6646 -1.5993 2.5955 -0.056 -0.020 -0.052 0.29
H -3.8948 -2.6592 0.6852 0.170 0.200 -0.094 0.17
H -2.2112 -3.1269 0.8856 0.058 0.030 -0.040 0.17
H -3.5383 -4.1888 1.4750 0.265 -0.142 -0.074 0.27
H -4.0785 -3.7692 3.7452 0.142 -0.726 -0.064 0.20
O -5.3915 2.5556 -0.5230 -0.368 -0.052 0.046 -0.58
C -5.2481 2.7412 -1.6884 0.362 0.084 0.099 0.66
O -5.2729 1.7359 -2.6078 -0.125 0.007 -0.082 -0.36
C -4.9575 2.2449 -3.9107 0.059 0.065 -0.034 -0.54
C -5.2752 3.7348 -3.8544 0.032 0.028 0.150 -0.06
C -4.9712 4.0591 -2.3933 -0.223 -0.117 -0.371 -0.61
H -3.8995 2.0550 -4.1073 0.014 0.024 0.018 0.27
H -5.5516 1.7111 -4.6496 -0.027 -0.089 0.076 0.29
H -4.7122 4.3262 -4.5692 0.044 -0.101 -0.037 0.15
H -6.3364 3.8942 -4.0526 -0.005 -0.016 -0.032 0.19
H -3.9222 4.3163 -2.2380 -0.001 -0.003 0.090 0.29
H -5.6066 4.8423 -1.9878 0.110 0.024 0.161 0.35
O 4.4527 -3.0003 -3.1881 0.007 -0.280 0.061 -0.60
C 4.4407 -2.8117 -4.3666 0.195 0.384 0.043 0.52
O 4.1533 -3.7862 -5.2680 0.008 -0.052 -0.023 -0.37
C 4.3292 -3.2881 -6.6060 -0.013 0.083 -0.113 -0.49
C 4.2089 -1.7733 -6.4909 0.025 0.074 0.059 -0.64
C 4.7706 -1.5216 -5.0932 -0.350 -0.084 -0.320 -0.05
H 5.3141 -3.5981 -6.9635 0.020 0.026 0.017 0.26
H 3.5681 -3.7306 -7.2442 -0.026 -0.093 0.085 0.34
H 4.7297 -1.2410 -7.2840 0.069 -0.060 0.003 0.35
H 3.1577 -1.4839 -6.5229 -0.011 -0.017 -0.012 0.29
H 5.8551 -1.3941 -5.1080 0.004 0.040 0.038 0.05
H 4.3025 -0.6777 -4.5940 0.132 -0.006 0.160 0.33
O -4.6568 6.1064 -6.0287 -0.142 -0.129 -0.007 -0.60
C -5.4747 6.8577 -5.5870 0.383 0.275 -0.303 0.57
O -6.7209 6.4758 -5.2286 -0.039 -0.014 0.032 -0.34
C -7.4971 7.6215 -4.8369 -0.041 0.132 0.076 -0.42
C -6.4749 8.6841 -4.4471 0.096 0.026 -0.068 -0.49
C -5.3068 8.3515 -5.3767 -0.395 0.015 0.481 -0.44
H -8.1107 7.9274 -5.6871 0.021 0.005 -0.020 0.26
H -8.1510 7.3355 -4.0171 0.019 -0.127 -0.020 0.31
H -6.8533 9.6993 -4.5466 -0.049 -0.021 -0.053 0.32
H -6.1707 8.5384 -3.4101 -0.017 -0.005 0.012 0.27
H -5.3928 8.8479 -6.3442 0.069 -0.011 -0.022 0.27
H -4.3395 8.5679 -4.9337 0.106 -0.035 -0.187 0.28
O 8.2929 -1.6174 -5.6770 0.052 0.050 -0.060 -0.58
C 8.6206 -2.4820 -4.9166 -0.249 -0.062 -0.021 0.54
O 9.7626 -3.1914 -5.0782 0.066 -0.009 0.033 -0.38
C 9.8440 -4.2317 -4.0869 -0.007 -0.079 0.135 -0.41
C 8.9394 -3.7740 -2.9493 -0.077 0.027 -0.022 -0.69
C 7.8689 -2.9860 -3.7009 0.413 -0.046 0.225 -0.10
H 9.5000 -5.1639 -4.5401 -0.029 0.005 -0.003 0.25
H 10.8828 -4.3491 -3.7886 0.045 0.068 -0.107 0.34
H 8.5518 -4.5957 -2.3518 -0.021 -0.036 -0.058 0.35
H 9.4879 -3.1052 -2.2851 0.024 -0.010 0.001 0.29
H 7.0520 -3.6249 -4.0399 -0.063 0.039 0.044 0.04
H 7.4702 -2.1593 -3.1203 -0.214 0.004 -0.132 0.35



Record 2
132
Properties=species:S:1:pos:R:3:forces:R:3:mulliken_charge:R:1 method="wB97M-V/def2-TZVPD" homo_energy_ha=-0.4089 lumo_ha=-0.1563 gap_ev=6.873 charge=+2
C 5.4445 -0.4678 1.5701 0.540 -1.158 -0.173 -1.11
O 4.3579 -0.1712 2.4177 0.227 0.302 0.341 -0.22
C 3.2139 -0.9304 2.1986 -0.473 -0.097 0.103 0.09
C 2.1701 -0.4600 3.1881 -0.383 0.224 -0.563 0.91
N 2.6877 -0.4082 4.5868 -0.119 0.026 0.869 0.11
H 3.3719 0.3423 4.7496 0.321 -0.168 -0.540 0.60
H 1.9137 -0.1199 5.1911 -0.041 -0.062 -0.101 0.55
C 3.2267 -1.6852 5.1587 -0.513 -0.631 -0.702 -0.54
C 3.8575 -1.4193 6.5173 0.087 -0.934 -0.542 -0.63
O 4.8058 -0.4096 6.4406 -0.189 0.897 0.570 -0.36
C 5.9905 -0.6539 5.7052 -0.068 -0.936 -0.699 -0.36
H 5.9578 -1.3946 1.8688 -0.158 0.009 0.298 0.36
H 6.1889 0.3170 1.6316 -0.222 0.249 -0.095 0.41
H 5.1365 -0.6746 0.5416 -0.124 0.548 -0.073 0.37
H 3.3626 -2.0137 2.3288 0.329 0.044 -0.100 0.37
H 2.8043 -0.7811 1.1941 -0.006 -0.054 0.070 -0.12
H 1.2889 -1.1029 3.1353 0.027 -0.050 0.159 -0.18
H 1.8274 0.5483 2.9574 0.198 -0.058 -0.050 -1.04
H 3.8632 -2.1688 4.4193 0.450 0.513 0.103 0.40
H 2.3848 -2.3820 5.1964 -0.102 0.159 0.427 0.06
H 4.2942 -2.3549 6.8862 -0.049 -0.041 -0.017 0.42
H 3.0466 -1.1543 7.1989 0.329 0.405 0.229 0.36
H 5.7460 -0.8974 4.6640 0.078 0.497 -0.132 0.00
H 6.5628 -1.5324 6.0229 -0.142 0.112 0.631 0.35
H 6.6068 0.2325 5.7770 -0.026 0.084 -0.052 0.25
C -7.0482 0.7044 -4.8194 -0.935 -0.402 1.043 -0.82
O -5.9346 1.2943 -4.1666 0.361 -0.113 -0.724 -0.30
C -4.7232 0.6532 -4.4605 0.348 -0.936 1.110 -0.79
C -3.6317 1.3075 -3.6340 0.175 0.644 -0.132 -0.24
N -4.0579 1.4407 -2.2090 -0.262 -0.202 0.585 0.02
H -4.9145 1.9939 -2.1061 0.286 0.435 -0.295 0.49
H -4.3433 0.5226 -1.8682 -0.001 -0.099 -0.225 0.39
C -2.9612 1.8819 -1.2281 -0.348 -0.724 -0.985 -0.46
C -2.4700 3.2851 -1.4966 -0.327 0.263 0.867 -0.50
O -3.5735 4.1553 -1.5621 -1.059 -0.295 -0.269 -0.40
C -3.3842 5.4311 -0.9751 0.885 0.012 0.122 -0.69
H -7.8840 1.3000 -4.4594 -0.162 0.154 -0.661 0.27
H -7.2801 -0.3038 -4.4459 0.480 -0.056 0.178 0.33
H -6.9955 0.5883 -5.9007 0.288 0.648 -0.103 0.31
H -4.4630 0.5765 -5.5180 -0.025 0.449 -0.075 0.54
H -4.7622 -0.3909 -4.1001 -0.216 -0.110 -0.169 0.19
H -3.3974 2.3126 -3.9816 0.001 -0.004 -0.006 0.31
H -2.7128 0.7233 -3.5945 0.001 -0.033 -0.395 0.18
H -2.1791 1.1437 -1.4009 0.272 0.184 0.246 0.10
H -3.3977 1.6869 -0.2523 0.187 0.476 0.199 0.30
H -1.8850 3.3566 -2.4135 0.256 -0.112 0.037 0.18
H -1.8714 3.5405 -0.6187 0.466 -0.113 -0.208 0.64
H -3.3092 5.3631 0.1136 -0.085 -0.094 0.035 0.31
H -4.1959 6.1013 -1.2355 -0.151 -0.206 -0.177 0.31
H -2.4400 5.8440 -1.3408 -0.095 0.240 -0.008 0.21
C -1.0998 -2.8500 5.0221 -0.071 0.665 -0.107 -0.89
O -1.1942 -2.7370 3.5990 0.101 -0.690 0.706 -0.23
C -0.5762 -3.8470 3.0129 0.723 -0.342 -1.071 -0.56
C -1.1412 -4.1189 1.6415 0.024 0.087 -0.472 0.03
N -2.6101 -4.4135 1.7096 -0.925 0.660 0.166 -0.12
H -2.8889 -4.8448 2.5970 0.228 -0.225 -0.086 0.49
H -3.1086 -3.5190 1.7654 0.343 0.145 0.018 0.42
C -3.3022 -5.1922 0.6119 0.491 -0.897 0.964 -0.56
C -4.7949 -5.0825 0.8454 0.413 0.642 -0.235 -0.50
O -5.0242 -5.4184 2.1948 0.023 0.044 -0.433 -0.31
C -6.4007 -5.3279 2.5189 -0.576 -0.219 0.706 -0.77
H -0.0775 -3.0703 5.3429 0.017 -0.274 -0.085 0.28
H -1.7954 -3.6072 5.3831 0.103 -0.083 0.184 0.39
H -1.3446 -1.8823 5.4569 -0.260 -0.024 -0.120 0.25
H -0.5820 -4.7852 3.5849 -0.543 0.232 0.446 0.66
H 0.4962 -3.6910 2.8222 0.014 0.339 0.164 0.23
H -0.6119 -4.9595 1.1944 -0.217 -0.160 0.014 0.36
H -1.0172 -3.2595 0.9805 0.017 0.100 0.137 -0.38
H -3.0557 -6.2321 0.8355 0.322 -0.002 -0.421 0.37
H -2.9137 -4.8822 -0.3551 -0.207 0.096 -0.073 0.13
H -5.3184 -5.7342 0.1426 -0.077 -0.041 0.036 0.49
H -5.1004 -4.0416 0.6617 -0.259 -0.032 -0.053 0.35
H -6.5015 -5.4855 3.5926 0.167 0.085 -0.047 0.27
H -7.0017 -6.1099 2.0453 0.208 0.064 -0.267 0.30
H -6.8216 -4.3470 2.2793 0.136 0.002 -0.111 0.33
C 0.9210 0.2447 -0.7236 -0.573 0.117 -0.896 0.59
C -0.0555 0.1489 0.4602 0.152 0.476 0.467 0.35
O -0.6012 1.2218 0.8159 -0.030 -0.308 -0.227 -0.68
O -0.2033 -0.9734 1.0217 0.108 -0.375 -0.259 -0.76
H 0.9341 1.2569 -1.1291 0.367 0.157 0.439 -0.54
H 0.5697 -0.3259 -1.5944 -0.054 -0.394 0.300 0.13
H 1.9244 -0.1221 -0.5116 -0.016 0.078 0.113 -0.11
N -0.4757 1.1960 -6.5179 -0.134 0.809 0.234 0.03
C -0.0486 1.9941 -5.4946 0.201 -0.298 0.371 -1.12
C 0.0118 1.2182 -4.3477 0.400 1.081 -0.603 0.84
C -0.3898 -0.0752 -4.7162 -0.481 -0.585 -0.019 -0.66
C -0.7400 -0.0507 -6.0530 0.411 -0.521 0.141 -0.88
H -0.5673 1.5427 -7.4554 -0.150 -0.269 -0.133 0.19
H 0.2424 3.0154 -5.6726 -0.077 0.010 0.054 0.42
H 0.4118 1.5808 -3.4135 -0.096 -0.112 0.112 0.17
H -0.3986 -0.9377 -4.0667 -0.134 -0.074 -0.100 0.67
H -1.0475 -0.8387 -6.7202 -0.036 -0.008 0.066 0.46
N -2.9515 -2.5199 -1.7906 0.853 -0.444 0.453 0.25
C -3.3386 -3.4903 -2.6765 -0.215 -0.010 -0.594 -0.93
C -2.2134 -4.0882 -3.1711 -0.005 -0.188 -0.324 -0.54
C -1.0846 -3.4973 -2.5428 -0.548 -0.077 0.062 -0.73
C -1.5713 -2.5838 -1.6492 0.254 0.718 -0.192 -0.18
H -3.5593 -1.9306 -1.2583 -0.064 -0.012 0.172 0.24
H -4.3619 -3.6334 -2.9839 -0.050 0.069 0.166 0.50
H -2.1973 -4.8322 -3.9518 -0.034 -0.029 0.074 0.54
H -0.0521 -3.6676 -2.7947 0.067 -0.131 0.247 0.55
H -0.9960 -1.9329 -1.0028 -0.346 0.106 0.161 0.25
N 2.3604 3.8957 -3.3252 -0.727 0.433 1.069 0.12
C 2.5132 3.4829 -2.0175 0.372 -0.085 -0.005 -0.42
C 1.5003 4.0186 -1.2713 -0.110 -0.365 0.605 0.36
C 0.7270 4.8286 -2.1085 -0.508 0.011 -0.991 -0.62
C 1.2560 4.7159 -3.3652 0.202 0.359 -0.748 -1.00
H 3.0218 3.7901 -4.0687 0.121 -0.135 -0.037 0.23
H 3.3627 2.9009 -1.6974 -0.352 0.224 -0.234 -0.25
H 1.2352 3.7978 -0.2498 0.419 0.078 0.079 0.41
H -0.1587 5.3932 -1.8703 0.042 0.033 0.098 0.58
H 0.9528 5.1858 -4.2888 0.050 0.005 0.047 0.50
N 6.7656 2.3115 -2.6610 0.264 0.033 0.981 0.01
C 6.8376 2.5399 -1.2999 -0.415 -0.021 -0.699 -1.33
C 5.6801 2.0427 -0.7509 0.222 -0.394 0.302 -0.05
C 4.9031 1.4745 -1.7944 0.699 -0.420 -0.077 0.08
C 5.6298 1.6210 -2.9462 -0.661 0.518 -0.659 -0.82
H 7.4306 2.6847 -3.3115 0.019 -0.184 -0.201 0.20
H 7.6981 3.0453 -0.8988 -0.067 -0.019 0.208 0.44
H 5.4409 1.9286 0.2925 0.032 0.472 0.081 0.63
H 3.9257 1.0281 -1.7123 0.137 -0.210 -0.006 0.43
H 5.3414 1.4299 -3.9680 0.127 -0.171 0.025 0.48
N 1.4070 3.0161 3.2577 0.078 0.515 0.256 0.09
C 1.9045 4.0294 4.0507 0.532 -0.772 -0.144 -0.75
C 3.0138 4.5279 3.4098 -0.265 0.323 -0.525 -0.76
C 3.0881 3.8891 2.1369 0.593 -0.205 0.007 -0.92
C 2.1108 2.9483 2.0735 -0.884 -0.572 0.654 0.34
H 0.6618 2.4182 3.5616 -0.352 0.087 -0.464 0.21
H 1.4278 4.2074 4.9992 0.219 0.243 0.088 0.46
H 3.7053 5.3054 3.6891 -0.271 0.091 0.358 0.45
H 3.8245 4.0627 1.3684 -0.028 0.125 0.009 0.52
H 1.7619 2.2293 1.3492 0.238 0.156 -0.274 0.36